Record 1
The following is a quantum chemistry calculation of C35H58CoOP2 as an isolated structure, from the OMol25 dataset.

As for the total charge: +1. For the total energy, the calculation gives -3508.7156 Eh. The spin multiplicity is 5. The calculation puts the largest force on an atom at 0.1044 hartree/bohr. The frontier orbital gap (alpha / beta) is 0.27518 / 0.22712 Eh. The value obtained for the HOMO energy (alpha / beta) is -10.03 / -10.09 eV. Its relative energy (zero: lowest compared OMol25 entry of this formula, charge and spin) is 67.9 kcal per mole.

Each line ends with the Mulliken charge.
Element x y z (Å)
Co1 -1.1242 -2.3289 0.0842  -0.957
C1 -2.6690 -2.2767 1.6476  0.361
C2 -2.2823 -3.5248 1.0305  1.119
C3 -0.3767 -2.5038 1.9321  0.769
C4 -1.5211 -1.6752 2.2102  0.376
C5 -0.8453 -3.7195 1.2658  0.777
C6 -4.0671 -1.7818 1.8409  -1.681
H1 -4.6925 -1.9419 0.9511  0.374
H2 -4.0683 -0.7101 2.0821  0.348
H3 -4.5796 -2.2700 2.6841  0.317
C7 -1.5293 -0.4818 3.1040  -0.671
H4 -2.4499 0.1008 3.0237  0.410
H5 -0.6952 0.1953 2.8690  -0.322
H6 -1.4078 -0.7898 4.1578  0.286
C8 1.0026 -2.1648 2.3506  -1.040
H7 1.1281 -2.4335 3.4062  0.331
H8 1.1601 -1.0820 2.2905  -0.010
H9 1.7571 -2.6463 1.7275  0.371
C9 0.0245 -4.7569 0.6706  -1.417
H10 0.1900 -5.5983 1.3419  0.384
H11 1.0028 -4.3281 0.4160  0.304
H12 -0.4235 -5.1508 -0.2488  0.262
C10 -3.2093 -4.3728 0.2464  -1.526
H13 -3.6839 -5.1730 0.8210  0.379
H14 -2.6783 -4.8523 -0.5871  0.250
H15 -4.0413 -3.7602 -0.1435  0.327
C11 -1.6484 1.3149 -0.6371  -0.284
C12 -2.8273 0.6741 -0.8741  -1.057
C13 -3.0398 -0.5135 -1.8133  -1.017
C14 -1.8876 -1.2519 -2.5182  2.080
C15 -0.7312 -2.0087 -1.8545  0.096
C16 0.5301 -1.3120 -1.6381  -0.794
C17 0.7179 0.1441 -1.3116  -0.214
C18 -0.3897 1.2270 -1.4650  1.359
H16 -3.7108 -0.2397 -2.6721  0.668
H17 -1.4339 -0.4378 -3.1442  -2.900
H18 -3.6184 -1.2551 -1.2433  0.437
H19 -0.6411 1.3505 -2.5322  -1.791
H20 -1.5590 1.8568 0.3085  0.321
H21 -3.6371 0.8050 -0.1361  0.435
H22 0.1710 2.1544 -1.2311  0.272
H23 1.0967 0.1895 -0.2735  0.238
H24 1.4630 -1.9210 -1.5907  0.586
H25 1.5707 0.5826 -1.8964  0.621
H26 -2.3534 -1.9548 -3.2379  0.550
H27 -0.5737 -3.0571 -2.2955  0.700
P1 -1.4196 0.9619 -4.3905  0.687
C19 -1.3621 2.6692 -4.9767  -1.222
C20 -2.5766 0.1834 -5.5649  -1.372
P2 0.7091 -1.3715 -4.1125  1.112
C21 0.2106 0.2735 -4.8819  -1.691
C22 0.0373 -2.4076 -5.4819  -1.453
C23 2.4188 -1.2761 -4.7185  -1.417
H28 -0.4352 3.1573 -4.6551  0.394
H29 -2.2123 3.2119 -4.5454  0.344
H30 -1.4173 2.6595 -6.0729  0.428
H31 -2.2918 0.5391 -6.5691  0.492
H32 -3.5926 0.5129 -5.2980  0.376
H33 -2.5669 -0.9147 -5.5362  0.314
H34 2.3570 -0.9378 -5.7584  0.395
H35 2.8656 -2.2722 -4.6437  0.445
H36 2.9822 -0.5704 -4.1001  0.371
H37 0.9872 1.0254 -4.6573  0.544
H38 0.0973 0.1023 -5.9660  0.763
H39 0.6344 -3.3294 -5.5050  0.463
H40 0.1635 -1.8430 -6.4194  0.464
H41 -1.0135 -2.6932 -5.3331  0.273
C24 0.5039 4.5758 1.3627  -1.470
C25 1.6863 3.6726 1.0071  2.826
C26 2.5967 4.3345 -0.0337  -1.700
C27 2.4308 3.2410 2.2706  -0.113
C28 3.4793 3.9755 2.8051  -0.344
C29 4.0546 3.6078 4.0043  -1.304
C30 3.5904 2.5258 4.7258  -0.132
C31 2.5477 1.7409 4.2409  0.274
C32 2.0075 0.5735 5.0697  1.558
C33 3.1162 -0.3747 5.5236  -1.608
C34 1.2114 1.0764 6.2843  -1.551
C35 1.9758 2.0310 2.9395  0.195
O1 1.1195 1.2764 2.3951  -0.265
H42 0.8652 5.5085 1.8133  0.387
H43 -0.1408 4.0685 2.0864  0.378
H44 -0.0858 4.8142 0.4713  0.368
H45 1.2844 2.7502 0.5629  -1.423
H46 2.9603 5.3084 0.3194  0.412
H47 3.4609 3.6937 -0.2557  0.424
H48 2.0406 4.4880 -0.9686  0.408
H49 3.8485 4.8527 2.2549  0.276
H50 4.8829 4.2156 4.4186  0.337
H51 4.0216 2.2575 5.6914  0.379
H52 1.3192 0.0219 4.4114  -0.817
H53 3.8038 0.1300 6.2145  0.384
H54 2.6911 -1.2474 6.0341  0.445
H55 3.6928 -0.7265 4.6632  0.367
H56 0.4113 1.7517 5.9559  0.353
H57 0.7581 0.2335 6.8248  0.434
H58 1.8716 1.6223 6.9755  0.379

---

Record 2
The following is a quantum chemistry calculation of CH7ClOSi2 as an isolated structure, from the OMol25 dataset.

For the total energy, the calculation gives -1156.7362 Eh. The spin multiplicity is 1. The calculation puts the largest force on an atom at 0.0776 hartree/bohr. The frontier orbital gap is 0.35548 Eh. The value obtained for the HOMO energy is -9.55 eV. Its relative energy (zero: lowest compared OMol25 entry of this formula, charge and spin) is 52.8 kcal per mole.

Each line ends with the Mulliken charge.
Element x y z (Å)
C1 -0.4189 -1.4122 1.2170  -0.868
O1 0.3247 -1.0910 -1.4655  -0.418
Si1 0.7969 1.7534 -0.2106  0.348
Si2 -0.2489 -0.2322 -0.2445  0.539
Cl1 -2.8897 0.3505 -0.6962  -0.533
H1 0.5815 -1.2538 1.7080  0.290
H2 -1.1702 -1.1607 1.9776  0.312
H3 -0.6743 -2.4456 0.7645  0.260
H4 0.5145 -0.7840 -2.3235  0.325
H5 2.0897 1.1726 -0.4620  -0.096
H6 0.7430 2.5023 1.0512  -0.090
H7 0.3517 2.6008 -1.3161  -0.069

---

Record 3
The following is a quantum chemistry calculation of a 3-piece molecular cluster, C4H14NO2 overall, from the OMol25 dataset.

As for the total charge: +2. For the total energy, the calculation gives -365.2026 Eh. The spin multiplicity is 2. The calculation puts the largest force on an atom at 0.0750 hartree/bohr. The frontier orbital gap (alpha / beta) is 0.32046 / 0.16921 Eh. The value obtained for the HOMO energy (alpha / beta) is -18.65 / -18.65 eV. Its relative energy (zero: lowest compared OMol25 entry of this formula, charge and spin) is 62.8 kcal per mole.

Each line ends with the Mulliken charge.
Element x y z (Å)
C1 0.1047 -3.1504 -0.4462  -1.078
C2 1.2408 -2.2250 0.0810  -0.075
C3 0.6475 -0.8284 0.1404  -0.009
C4 1.3166 0.2104 0.7191  -0.090
N1 0.7410 1.5677 0.1598  -0.248
H1 -0.7077 -2.5800 -1.0265  0.334
H2 -0.5104 -3.4126 0.4273  0.366
H3 0.3588 -3.9763 -1.1032  0.360
H4 2.1507 -2.2072 -0.5655  0.404
H5 1.4844 -2.3104 1.1888  0.383
H6 -0.1635 -0.6418 -0.6271  0.244
H7 2.0948 0.4741 1.4678  0.388
H8 0.8544 1.7182 -0.8442  0.365
H9 -0.1999 1.3143 0.2943  0.211
H10 0.8751 2.3968 0.7457  0.385
H11 -1.2857 1.9020 2.1805  0.304
H12 -2.5679 2.7295 2.2130  0.354
O1 -2.0633 2.1071 1.6474  -0.625
H13 -1.3988 3.0291 -2.5774  0.339
H14 -1.8938 1.7060 -1.8823  0.342
O2 -1.0777 2.1767 -2.1926  -0.652

---

- What is the largest force on an atom in the second record?
  0.0776 hartree/bohr

---

- Look up the largest force on an atom of the third one.
  0.0750 hartree/bohr